Record 1
Density functional theory data (ωB97M-V/def2-TZVPD) for a molecular structure, C34H34NO2 at a distorted geometry.

XYZ file:
```
71
C34H34NO2 (ωB97M-V/def2-TZVPD)
C 2.82318 -4.76831 2.89951
O 2.54704 -3.68919 3.81986
C 2.39841 -2.43522 3.32123
C 2.44897 -1.36403 4.24725
C 2.49052 -0.07113 3.79842
C 2.37463 0.27845 2.42078
C 2.43677 1.64058 1.99574
C 2.92010 1.95965 0.70372
C 2.49061 3.12277 -0.01144
C 2.79092 3.26533 -1.35010
C 3.58880 2.29785 -2.01002
O 3.72690 2.50390 -3.34576
C 2.97984 3.73880 -3.67088
C 2.37252 4.27943 -2.36854
C 4.14916 1.21372 -1.31101
C 3.85451 1.09015 0.02236
C 2.20072 -0.83148 1.52056
C 2.24488 -2.14594 1.94138
H 2.99980 -5.62611 3.54837
H 1.96167 -4.95548 2.24460
H 3.71633 -4.55779 2.29329
H 2.50675 -1.60411 5.30912
H 2.65358 0.72325 4.51902
H 1.96909 2.46990 2.67484
H 1.86878 3.87520 0.47603
H 3.69129 4.43836 -4.12609
H 2.21255 3.47552 -4.41007
H 1.28184 4.36110 -2.44721
H 2.77112 5.27717 -2.14468
H 4.78006 0.51443 -1.85268
H 4.31140 0.27341 0.58085
H 2.04876 -0.64396 0.45713
H 2.18720 -2.96739 1.21876
C 0.25471 2.07456 6.97657
C -0.42192 3.03054 6.21047
C 0.23984 3.69897 5.17675
C 1.54155 3.31208 4.79748
C 2.14170 3.54992 3.44168
C 1.56640 4.74792 2.76809
N 2.31801 5.83133 2.56123
C 3.59784 6.04592 3.24572
C 4.07970 7.42764 2.78997
C 3.23974 7.80531 1.56452
C 2.03245 6.85973 1.54467
C 0.17150 4.73227 2.30210
C -0.41894 3.54302 1.81714
C -1.76107 3.50667 1.45277
C -2.55278 4.65520 1.56773
C -2.00063 5.83299 2.08720
C -0.66417 5.86479 2.47552
C 2.27985 2.57541 5.74961
C 1.63089 1.89954 6.78562
H -0.27854 1.48751 7.72500
H -1.47365 3.25073 6.40672
H -0.27772 4.49348 4.63843
H 3.22949 3.63108 3.53971
H 3.47600 5.98927 4.33826
H 4.33099 5.27990 2.95129
H 3.92513 8.14772 3.59900
H 5.14774 7.40001 2.56027
H 2.90672 8.84584 1.61088
H 3.81598 7.67769 0.64341
H 1.87638 6.41129 0.54896
H 1.12101 7.42179 1.78149
H 0.20044 2.64935 1.71665
H -2.18723 2.57465 1.07782
H -3.59967 4.62957 1.26162
H -2.61035 6.73091 2.20189
H -0.26438 6.76318 2.95662
H 3.36212 2.47122 5.61929
H 2.19595 1.22157 7.42871
```

Results
net charge: +1
E: -1520.861051 hartree
Kohn-Sham gap: 4.93 eV
LUMO: -4.26 eV
spin multiplicity: 1

***

Record 2
Density functional theory data (ωB97M-V/def2-TZVPD) for a molecular structure, C34H35AsN2O3PS4SbTc at a distorted geometry.

XYZ file:
```
82
C34H35AsN2O3PS4SbTc (ωB97M-V/def2-TZVPD)
Tc 2.40308 -1.03387 -0.18377
S 6.75492 -1.32012 -1.15827
Sb 5.16148 -2.09570 -2.41632
S 3.34582 -0.03166 1.28047
S 3.27159 -0.51137 -2.17359
S 4.76590 -3.84386 -3.64347
C 3.11022 -4.57860 2.55061
C 3.09447 -5.41210 1.27842
C 2.00474 -4.99006 0.24627
C 2.22355 -5.74069 -1.09010
C 1.13823 -5.47138 -2.12144
C 0.64152 -5.33407 0.83593
O 0.29624 -6.45415 1.05952
N -0.22196 -4.26526 1.15505
C 0.00759 -2.93401 0.97883
O -0.76239 -2.06289 1.33763
N 1.20359 -2.61759 0.34971
C 2.12061 -3.53313 0.02306
O 3.14809 -2.96726 -0.47993
H 3.86384 -4.96136 3.23603
H 2.15293 -4.61770 3.07359
H 3.35777 -3.53073 2.35558
H 2.88432 -6.45667 1.51055
H 4.05917 -5.37077 0.76957
H 2.27622 -6.80184 -0.84578
H 3.19947 -5.43983 -1.47713
H 0.15076 -5.75489 -1.75554
H 1.32423 -6.05113 -3.02331
H 1.11715 -4.41765 -2.41684
H -1.08948 -4.52899 1.60827
C -0.46751 1.14337 0.67964
C -1.78089 0.41939 0.35525
As -3.19390 1.57509 1.02987
C -3.37445 1.66394 2.84501
C -4.22710 2.64675 3.41899
C -4.32355 2.72934 4.78747
C -3.64159 1.80455 5.58097
C -2.83773 0.80240 5.02677
C -2.72565 0.69814 3.66303
C -3.42821 3.19665 0.13618
C -3.06935 4.38806 0.79516
C -3.10479 5.56794 0.07687
C -3.55582 5.57453 -1.23864
C -3.94701 4.39876 -1.87138
C -3.87949 3.19791 -1.19308
P 0.86735 0.79637 -0.60079
C -0.03876 0.67025 -2.15270
C -0.68031 1.80203 -2.66696
C -1.40358 1.70791 -3.84254
C -1.48396 0.49461 -4.51777
C -0.85687 -0.63166 -4.00884
C -0.14322 -0.54703 -2.82130
C 1.76121 2.36855 -0.65927
C 2.00905 3.07568 0.51861
C 2.78970 4.21794 0.49085
C 3.33627 4.65467 -0.70993
C 3.09121 3.95634 -1.88106
C 2.30887 2.81025 -1.86158
H -0.09661 0.84898 1.66158
H -0.56747 2.23452 0.66426
H -1.87980 -0.56251 0.81879
H -1.96214 0.31883 -0.71690
H -4.79608 3.31658 2.78521
H -4.94705 3.48169 5.24982
H -3.76792 1.84021 6.65559
H -2.33283 0.10065 5.67512
H -2.13960 -0.09784 3.21780
H -2.73964 4.38792 1.82633
H -2.79255 6.48998 0.54778
H -3.61430 6.51249 -1.77368
H -4.31775 4.42643 -2.88643
H -4.19250 2.28219 -1.67967
H -0.57950 2.75998 -2.17018
H -1.88800 2.58355 -4.25040
H -2.02881 0.43215 -5.44941
H -0.91118 -1.57077 -4.54047
H 0.33729 -1.43536 -2.42890
H 1.61533 2.73560 1.47007
H 2.98255 4.76286 1.40381
H 3.96189 5.53540 -0.72746
H 3.51751 4.29535 -2.81405
H 2.13561 2.26772 -2.78102
```

Results
net charge: +3
E: -6141.836029 hartree
Kohn-Sham gap: 2.99 eV
LUMO: -12.20 eV
spin multiplicity: 1

***

Record 3
Density functional theory data (ωB97M-V/def2-TZVPD) for a molecular structure, C34H35BCuF3N4Sb.

XYZ file:
```
79
C34H35BCuF3N4Sb (ωB97M-V/def2-TZVPD)
Cu -2.11598 1.13837 0.47088
C -0.98802 -0.75109 2.83618
C -0.12752 0.35674 2.64177
C -0.92252 1.52799 2.38219
C -2.27875 1.15905 2.47769
C -2.28753 -0.30043 2.73405
C -3.51478 -1.13844 2.79716
C -3.39210 2.07299 2.91593
C -0.38243 2.92511 2.35882
C 1.34790 0.40032 2.81126
C -0.56251 -2.16980 3.02542
H -3.40741 -1.94443 3.52410
H -3.72748 -1.60751 1.82996
H -4.39327 -0.55436 3.07008
H -3.31712 2.26667 3.98967
H -4.37487 1.64932 2.71669
H -3.35985 3.02890 2.39337
H -1.16810 3.65333 2.55160
H 0.06645 3.19266 1.39997
H 0.38624 3.06335 3.12296
H 1.60257 0.82914 3.78668
H 1.81690 1.04325 2.06279
H 1.80961 -0.58481 2.76750
H -0.98201 -2.81670 2.25024
H -0.88467 -2.57293 3.98816
H 0.52075 -2.27674 2.97879
B -2.68122 3.48355 -1.10801
N -1.82132 2.50803 -1.95113
C -1.43785 2.57644 -3.22776
C -0.75090 1.41954 -3.55117
C -0.76290 0.67953 -2.37196
N -1.40053 1.34583 -1.41348
N -4.03018 2.76402 -0.80116
C -5.28976 3.12589 -1.05840
C -6.14484 2.17594 -0.52613
C -5.29024 1.24093 0.05447
N -4.02329 1.60794 -0.11309
H -2.90959 4.46932 -1.75193
H -2.11352 3.70198 -0.06311
H -1.69356 3.43825 -3.81862
H -0.31391 1.15348 -4.49559
H -0.36786 -0.30535 -2.19319
H -5.48289 4.03196 -1.60513
H -7.21786 2.15878 -0.56331
H -5.52348 0.32941 0.57957
F 0.80107 -4.41342 -5.65708
C 0.93528 -3.72859 -4.50512
C 1.60572 -2.52137 -4.51988
C 1.73919 -1.82697 -3.32656
C 1.21296 -2.32345 -2.13655
C 0.52327 -3.53153 -2.17540
C 0.38502 -4.25196 -3.35143
Sb 1.29646 -1.27075 -0.27872
C 2.46092 0.38725 -0.89805
C 1.92386 1.66154 -0.76139
C 2.63204 2.78727 -1.15288
C 3.89211 2.61061 -1.68776
F 4.59181 3.69379 -2.07270
C 4.46442 1.36128 -1.84612
C 3.73579 0.25334 -1.44611
C 2.89872 -2.40339 0.57926
C 2.78002 -3.78622 0.67939
C 3.75345 -4.55543 1.29575
C 4.85470 -3.91076 1.82578
F 5.81105 -4.64348 2.42863
C 5.00756 -2.54113 1.76163
C 4.02022 -1.79691 1.13490
H 2.00882 -2.14123 -5.44846
H 2.25574 -0.87552 -3.33906
H 0.05956 -3.93098 -1.27951
H -0.14733 -5.19197 -3.38801
H 0.92335 1.79078 -0.36138
H 2.22165 3.78296 -1.05772
H 5.45394 1.27357 -2.27126
H 4.17825 -0.72971 -1.55960
H 1.91777 -4.29555 0.26386
H 3.67010 -5.62988 1.37027
H 5.88287 -2.07679 2.19327
H 4.14185 -0.72083 1.08318
```

Results
E: -3740.804845 hartree
Kohn-Sham gap (alpha / beta): 8.20 / 6.76 eV
LUMO (alpha / beta): 0.48 / -1.18 eV
spin multiplicity: 2